This record from the Open Molecules 2025 dataset describes a molecular structure, C38H53N4OP2RuS at a distorted geometry. The level of theory is the ωB97M-V functional and the def2-TZVPD basis.

The value obtained for the largest force on an atom is 0.106 Eh/bohr. The spin multiplicity is 5. The calculation puts the total energy at -80239.2516 eV. The gap between HOMO and LUMO (alpha / beta) is 0.2069 / 0.1256 hartree. The total charge is +3. The expectation value of S² is 6.07. The value obtained for the energy above the lowest of the compared OMol25 structures with the same formula, charge and spin is 51.9 kJ/mol.

CARTESIAN COORDINATES (ANGSTROEM)
C (-1.602, -1.362, -2.362)
C (0.660, -1.793, -2.061)
C (-1.641, -2.147, -3.512)
C (0.620, -2.777, -3.081)
C (-0.532, -2.931, -3.829)
H (-2.555, -2.136, -4.099)
H (1.546, -3.297, -3.324)
H (-0.579, -3.618, -4.672)
N (-0.545, -1.384, -1.526)
P (-2.710, -0.040, -0.247)
P (2.439, -0.181, -0.376)
C (-2.703, -0.367, -2.061)
H (-2.527, 0.582, -2.599)
H (-3.659, -0.754, -2.433)
C (1.870, -1.086, -1.794)
H (2.725, -1.561, -2.299)
C (3.892, 0.816, -1.332)
C (3.288, -1.122, 1.168)
C (-3.431, 1.694, -0.007)
C (-3.958, -1.405, 0.256)
C (3.579, 2.286, -1.028)
H (3.503, 2.483, 0.050)
H (4.385, 2.917, -1.436)
H (2.640, 2.599, -1.503)
C (5.317, 0.453, -0.903)
H (5.520, 0.551, 0.164)
H (5.583, -0.558, -1.238)
H (6.008, 1.135, -1.422)
C (3.909, 0.598, -2.850)
H (4.582, 1.341, -3.307)
H (4.286, -0.396, -3.119)
H (2.931, 0.725, -3.307)
C (3.865, -0.044, 2.101)
H (3.058, 0.581, 2.511)
H (4.372, -0.535, 2.946)
H (4.585, 0.628, 1.628)
C (2.279, -1.913, 1.994)
H (1.597, -1.266, 2.566)
H (1.708, -2.622, 1.384)
H (2.835, -2.506, 2.741)
C (4.306, -2.137, 0.650)
H (5.187, -1.688, 0.190)
H (4.665, -2.738, 1.500)
H (3.834, -2.818, -0.070)
C (-4.328, -1.177, 1.727)
H (-4.992, -1.993, 2.048)
H (-3.445, -1.192, 2.380)
H (-4.875, -0.237, 1.875)
C (-3.339, -2.806, 0.086)
H (-2.978, -2.974, -0.936)
H (-2.527, -3.004, 0.789)
H (-4.130, -3.547, 0.281)
C (-5.238, -1.425, -0.601)
H (-5.918, -2.165, -0.152)
H (-5.766, -0.469, -0.628)
H (-5.048, -1.756, -1.630)
C (-2.654, 2.690, -0.882)
H (-2.871, 2.556, -1.951)
H (-2.949, 3.713, -0.600)
H (-1.571, 2.604, -0.737)
C (-3.218, 2.053, 1.470)
H (-2.153, 2.015, 1.723)
H (-3.579, 3.077, 1.645)
H (-3.755, 1.381, 2.150)
C (-4.918, 1.816, -0.370)
H (-5.115, 1.512, -1.406)
H (-5.574, 1.268, 0.317)
H (-5.191, 2.880, -0.287)
Ru (-0.449, -0.025, 0.134)
C (-0.680, -1.347, 1.343)
O (-0.881, -2.197, 2.144)
N (0.140, 1.121, -1.472)
C (0.787, 0.975, -2.490)
C (0.846, 1.702, -3.758)
C (0.624, 3.091, -3.698)
C (1.122, 1.080, -4.992)
C (0.661, 3.856, -4.861)
H (0.444, 3.559, -2.726)
C (1.181, 1.859, -6.149)
H (1.311, 0.005, -5.011)
C (0.930, 3.239, -6.090)
H (0.495, 4.934, -4.797)
H (1.437, 1.392, -7.103)
H (0.960, 3.841, -6.999)
N (0.199, -0.099, 3.860)
C (0.192, 1.152, 3.286)
N (0.135, 1.440, 1.989)
C (0.393, 2.807, 1.787)
C (0.498, 3.485, 0.567)
C (0.571, 4.878, 0.538)
C (0.603, 5.606, 1.735)
C (0.588, 4.938, 2.968)
C (0.502, 3.548, 2.985)
S (0.476, 2.491, 4.377)
H (0.395, -0.069, 4.860)
H (-0.568, -0.735, 3.641)
H (0.534, 2.903, -0.347)
H (0.604, 5.387, -0.427)
H (0.647, 6.695, 1.704)
H (0.631, 5.468, 3.915)

---

This record from the Open Molecules 2025 dataset describes a molecular structure, C38H54AlB2BeCl8F12KN3O14 at a distorted geometry. The level of theory is the ωB97M-V functional and the def2-TZVPD basis.

The value obtained for the largest force on an atom is 0.126 Eh/bohr. The calculation puts the total energy at -230867.8729 eV. The gap between HOMO and LUMO is 0.0440 hartree. The total charge is -1.

CARTESIAN COORDINATES (ANGSTROEM)
C (3.976, -1.944, 3.762)
C (2.347, -1.926, 3.795)
C (1.716, -1.240, 2.471)
C (1.796, 0.383, 2.662)
C (1.620, 1.109, 1.244)
C (2.847, 1.159, 0.263)
B (4.250, 0.443, 0.770)
O (4.531, -0.925, 0.434)
O (5.139, 1.237, 1.587)
C (2.718, 1.879, -1.165)
C (4.031, 1.927, -2.075)
N (4.218, 0.587, -2.720)
C (3.315, 0.448, -3.906)
C (1.303, 2.473, -1.527)
C (1.097, 3.174, -2.979)
C (-0.056, 2.455, -3.865)
C (0.836, 4.777, -2.802)
C (2.266, 5.363, -2.254)
C (0.074, 2.413, -0.523)
N (-1.162, 2.988, -0.990)
C (-2.228, 2.876, -0.049)
C (-3.665, 3.451, -0.523)
C (-4.536, 2.221, -1.079)
O (-3.911, 0.935, -0.736)
C (-4.291, -0.080, -1.701)
C (-3.730, -1.531, -1.264)
F (-2.310, -1.520, -1.363)
F (-4.197, -2.452, -2.282)
C (-4.305, -2.066, 0.138)
F (-4.928, -3.324, -0.099)
F (-5.343, -1.201, 0.650)
C (-3.217, -2.245, 1.305)
F (-2.354, -1.100, 1.464)
F (-3.969, -2.302, 2.542)
C (-2.398, -3.638, 1.250)
F (-1.787, -3.780, 2.562)
F (-1.327, -3.641, 0.318)
C (-2.020, 2.233, 1.358)
B (-3.332, 2.212, 2.362)
O (-4.120, 3.377, 2.693)
O (-3.716, 0.960, 3.006)
C (-4.024, 1.173, 4.413)
N (-0.821, 1.650, 1.887)
C (0.195, 1.754, 0.875)
H (4.372, -2.241, 2.721)
H (4.394, -2.730, 4.499)
H (4.399, -0.901, 3.999)
H (2.026, -1.323, 4.724)
H (1.971, -3.007, 3.898)
H (2.234, -1.578, 1.497)
H (0.611, -1.582, 2.374)
H (0.941, 0.627, 3.406)
H (2.763, 0.701, 3.219)
H (3.864, -1.213, -0.239)
H (5.780, 1.649, 0.952)
H (4.991, 2.163, -1.465)
H (4.007, 2.695, -2.923)
H (3.896, -0.155, -2.068)
H (3.649, 1.170, -4.733)
H (3.380, -0.666, -4.213)
H (2.187, 0.627, -3.555)
H (2.057, 3.109, -3.624)
H (-0.202, 1.347, -3.555)
H (-1.050, 3.015, -3.852)
H (0.304, 2.419, -4.968)
H (0.655, 5.285, -3.809)
H (0.038, 5.007, -1.987)
H (2.570, 6.333, -2.808)
H (2.248, 5.579, -1.121)
H (3.112, 4.571, -2.436)
H (-4.178, 4.094, 0.268)
H (-3.453, 4.158, -1.417)
H (-5.645, 2.244, -0.802)
H (-4.479, 2.275, -2.238)
H (-5.434, -0.159, -1.679)
H (-3.887, 0.233, -2.738)
H (-3.087, -4.548, 1.141)
H (-4.982, 3.247, 2.213)
H (-3.762, 0.267, 5.082)
H (-3.520, 2.087, 4.881)
H (-5.179, 1.269, 4.481)
O (5.974, -3.146, -4.364)
Cl (4.589, -3.520, -4.176)
O (3.731, -2.489, -4.729)
O (4.314, -3.662, -2.759)
O (4.330, -4.774, -4.847)
K (4.675, 6.282, -2.717)
C (1.927, 0.681, 8.574)
C (2.547, -0.189, 7.493)
C (4.052, -0.310, 7.674)
O (2.268, 0.374, 6.213)
H (2.334, 1.697, 8.540)
H (0.847, 0.768, 8.425)
H (2.110, 0.266, 9.569)
H (2.093, -1.184, 7.516)
H (4.533, 0.672, 7.608)
H (4.486, -0.928, 6.883)
H (4.299, -0.755, 8.641)
H (2.665, 1.255, 6.181)
Be (0.465, 5.301, -0.293)
Cl (1.483, 0.097, -2.068)
C (-8.950, -1.171, 1.055)
Cl (-9.613, -0.067, -0.168)
Cl (-9.480, -0.691, 2.675)
Cl (-9.431, -2.842, 0.712)
H (-7.863, -1.113, 1.018)
C (1.806, -6.353, 4.758)
C (1.292, -7.581, 4.852)
C (1.856, -8.721, 4.074)
O (1.373, -9.834, 4.200)
C (2.982, -8.450, 3.174)
C (3.493, -7.220, 3.076)
C (2.947, -6.087, 3.875)
O (3.451, -4.980, 3.776)
O (4.537, -6.954, 2.242)
O (0.231, -7.844, 5.666)
H (1.408, -5.518, 5.319)
H (3.370, -9.282, 2.602)
H (4.722, -6.000, 2.353)
H (0.051, -8.799, 5.558)
Cl (-11.068, 1.749, -0.038)
F (-0.125, 0.591, -9.774)
Al (-0.396, 1.679, -8.398)
F (-0.121, 3.362, -8.907)
F (0.731, 1.270, -7.083)
F (-2.066, 1.500, -7.820)
Cl (-5.154, 5.146, -10.213)
C (-3.525, 5.234, -10.931)
C (-3.097, 3.916, -11.545)
Cl (-2.816, 2.662, -10.316)
H (-2.830, 5.559, -10.155)
H (-3.561, 6.007, -11.702)
H (-2.155, 4.047, -12.084)
H (-3.842, 3.540, -12.250)

---

This record from the Open Molecules 2025 dataset describes 3 unconnected molecules or ions with the total composition C38H54F5N3O10S at a distorted geometry. The level of theory is the ωB97M-V functional and the def2-TZVPD basis.

The value obtained for the largest force on an atom is 0.107 Eh/bohr. The calculation puts the total energy at -89641.3845 eV. The gap between HOMO and LUMO is 0.2908 hartree. Its SMILES is C=CCc1c(N)c2c(c(OCC)c1CCO)C(=O)c1c(cc(CCCOC(C)=O)c(CC)c1S(=O)(=O)C(F)(F)C(F)(F)F)C2=O.COC[C@@H](C)N.COC[C@@H](C)N.

CARTESIAN COORDINATES (ANGSTROEM)
C (6.598, -4.638, 1.819)
C (6.316, -3.430, 1.233)
C (6.126, -2.111, 2.083)
C (4.922, -1.242, 1.604)
C (3.596, -1.883, 1.394)
N (3.357, -3.315, 1.642)
C (2.417, -1.124, 0.929)
C (2.551, 0.333, 0.641)
C (3.840, 0.981, 0.846)
O (3.995, 2.341, 0.618)
C (3.576, 3.146, 1.742)
C (4.644, 3.316, 2.876)
C (5.024, 0.217, 1.339)
C (6.423, 0.906, 1.583)
C (6.966, 0.750, 3.062)
O (7.272, 2.004, 3.711)
C (1.255, 1.046, 0.174)
O (1.081, 2.196, 0.512)
C (0.179, 0.278, -0.665)
C (0.053, -1.153, -0.338)
C (-0.917, -2.010, -1.017)
C (-1.797, -1.389, -2.023)
C (-2.857, -2.331, -2.695)
C (-3.211, -3.602, -1.834)
C (-3.803, -3.272, -0.412)
O (-4.565, -2.050, -0.375)
C (-4.472, -1.407, 0.864)
C (-4.422, -2.155, 2.238)
O (-4.447, -0.204, 0.883)
C (-1.663, 0.051, -2.361)
C (-2.653, 0.607, -3.449)
C (-2.082, 0.334, -4.912)
C (-0.652, 0.917, -1.697)
S (-0.430, 2.665, -2.112)
O (-0.957, 3.013, -3.441)
O (1.000, 2.996, -2.148)
C (-1.365, 3.782, -0.910)
F (-0.540, 4.447, -0.052)
F (-2.029, 4.758, -1.636)
C (-2.478, 3.033, -0.081)
F (-3.343, 2.321, -0.879)
F (-1.998, 2.183, 0.865)
F (-3.258, 3.960, 0.579)
C (1.006, -1.780, 0.744)
O (0.612, -2.739, 1.363)
H (6.154, -5.593, 1.435)
H (7.317, -4.757, 2.675)
H (6.236, -3.361, 0.122)
H (5.989, -2.389, 3.164)
H (7.112, -1.562, 2.007)
H (3.817, -3.779, 0.850)
H (3.918, -3.535, 2.469)
H (2.667, 2.678, 2.226)
H (3.222, 4.152, 1.377)
H (4.805, 2.298, 3.328)
H (4.184, 3.935, 3.703)
H (5.586, 3.811, 2.542)
H (7.174, 0.415, 0.904)
H (6.388, 1.985, 1.267)
H (6.277, 0.109, 3.689)
H (7.947, 0.186, 3.022)
H (6.736, 1.983, 4.524)
H (-0.935, -3.083, -0.735)
H (-3.821, -1.818, -2.939)
H (-2.425, -2.673, -3.680)
H (-2.351, -4.312, -1.737)
H (-4.023, -4.147, -2.400)
H (-2.968, -3.328, 0.335)
H (-4.517, -4.111, -0.150)
H (-5.340, -1.915, 2.847)
H (-4.379, -3.270, 2.162)
H (-3.549, -1.716, 2.798)
H (-3.649, 0.079, -3.404)
H (-2.901, 1.690, -3.271)
H (-1.742, 1.253, -5.447)
H (-1.284, -0.452, -4.807)
H (-2.903, -0.151, -5.519)
C (-1.700, 2.991, -7.876)
O (-2.946, 3.285, -7.269)
C (-2.909, 4.350, -6.327)
C (-2.998, 5.755, -6.951)
C (-1.692, 6.220, -7.589)
N (-4.070, 5.837, -7.951)
H (-0.863, 3.138, -7.187)
H (-1.562, 3.596, -8.774)
H (-1.715, 1.944, -8.183)
H (-3.789, 4.209, -5.692)
H (-2.035, 4.256, -5.670)
H (-3.229, 6.456, -6.144)
H (-1.497, 5.734, -8.546)
H (-1.728, 7.295, -7.781)
H (-0.843, 6.029, -6.928)
H (-4.955, 5.615, -7.499)
H (-3.935, 5.067, -8.604)
C (-3.343, -2.049, 5.900)
O (-3.431, -3.430, 5.594)
C (-2.185, -4.057, 5.321)
C (-1.402, -4.490, 6.574)
C (-0.708, -3.334, 7.287)
N (-2.261, -5.193, 7.534)
H (-2.547, -1.553, 5.336)
H (-3.194, -1.905, 6.972)
H (-4.294, -1.584, 5.635)
H (-2.432, -4.959, 4.751)
H (-1.572, -3.431, 4.660)
H (-0.620, -5.183, 6.246)
H (-1.403, -2.713, 7.854)
H (0.029, -3.716, 7.997)
H (-0.181, -2.695, 6.574)
H (-2.651, -6.017, 7.082)
H (-3.076, -4.604, 7.700)

---

This record from the Open Molecules 2025 dataset describes 7 unconnected molecules or ions with the total composition C38H54F7N3O22P at a distorted geometry. The level of theory is the ωB97M-V functional and the def2-TZVPD basis.

The value obtained for the largest force on an atom is 0.222 Eh/bohr. The calculation puts the total energy at -118084.4189 eV. The gap between HOMO and LUMO is 0.2335 hartree. The total charge is +1.

CARTESIAN COORDINATES (ANGSTROEM)
C (1.948, -1.857, 2.152)
C (1.771, -0.469, 1.261)
O (0.838, -0.540, 0.273)
O (2.557, 0.768, 1.519)
C (3.823, 0.732, 0.759)
C (4.470, 2.204, 0.438)
C (4.018, 2.845, -1.017)
C (2.714, 3.836, -0.947)
C (1.334, 2.895, -0.853)
C (0.249, 3.280, -2.015)
C (0.184, 2.261, -3.294)
C (1.641, 1.745, -3.854)
C (1.800, 2.016, -5.486)
C (3.357, 2.560, -5.772)
F (1.419, 0.864, -6.331)
N (2.037, 0.352, -3.416)
N (3.120, -0.195, -4.082)
C (4.218, -0.339, -3.262)
O (5.420, -0.289, -2.661)
C (0.926, -0.672, -3.434)
P (1.507, -2.226, -4.418)
C (0.039, -3.328, -4.952)
C (2.458, -3.316, -3.115)
C (-0.529, -0.082, -3.906)
N (-0.822, 1.127, -3.047)
C (-2.136, 1.677, -3.576)
C (-3.449, 0.780, -2.770)
C (-3.900, 1.428, -1.224)
O (-4.793, 1.560, -2.599)
H (0.921, -2.046, 2.702)
H (2.102, -2.774, 1.424)
H (2.803, -1.738, 2.953)
H (3.653, 0.049, -0.179)
H (4.610, 0.159, 1.450)
H (5.648, 2.041, 0.357)
H (4.267, 3.025, 1.248)
H (3.772, 1.937, -1.714)
H (4.975, 3.372, -1.496)
H (2.857, 4.520, 0.003)
H (2.600, 4.481, -1.939)
H (1.588, 1.756, -0.774)
H (0.842, 3.207, 0.190)
H (-0.828, 3.238, -1.501)
H (0.339, 4.389, -2.427)
H (-0.299, 2.890, -4.187)
H (2.452, 2.474, -3.364)
H (1.114, 2.925, -5.845)
H (3.320, 3.734, -5.578)
H (4.145, 2.086, -5.048)
H (3.578, 2.413, -6.911)
H (2.338, 0.445, -2.399)
H (0.773, -1.059, -2.315)
H (-0.229, -3.208, -6.085)
H (-0.920, -3.144, -4.304)
H (0.341, -4.470, -4.792)
H (3.449, -3.764, -3.589)
H (2.796, -2.707, -2.171)
H (1.824, -4.259, -2.773)
H (-0.656, 0.079, -5.058)
H (-1.338, -0.905, -3.601)
H (-2.282, 1.491, -4.724)
H (-2.304, 2.789, -3.250)
H (-3.467, -0.467, -2.905)
H (-3.919, 2.600, -1.103)
H (-4.390, 0.660, -0.473)
C (-4.611, -0.297, -8.488)
C (-3.526, 0.698, -8.249)
O (-2.926, 0.250, -7.054)
C (-3.112, -1.100, -7.049)
O (-2.504, -1.872, -6.326)
O (-4.059, -1.485, -7.958)
F (-4.040, 1.929, -8.031)
H (-5.534, -0.054, -7.951)
H (-4.843, -0.412, -9.550)
H (-2.775, 0.742, -9.044)
C (-4.923, -2.054, 0.237)
C (-4.691, -1.854, 1.695)
O (-5.673, -2.664, 2.299)
C (-5.889, -3.679, 1.416)
O (-6.460, -4.720, 1.694)
O (-5.378, -3.391, 0.179)
F (-4.923, -0.569, 2.048)
H (-5.696, -1.390, -0.165)
H (-4.010, -1.926, -0.351)
H (-3.698, -2.162, 2.039)
C (1.222, 1.014, 4.730)
C (2.306, 2.008, 4.969)
O (2.906, 1.560, 6.163)
C (2.720, 0.210, 6.169)
O (3.329, -0.561, 6.891)
O (1.773, -0.175, 5.260)
F (1.792, 3.239, 5.186)
H (0.299, 1.256, 5.266)
H (0.990, 0.899, 3.667)
H (3.058, 2.053, 4.173)
C (1.417, 5.937, 7.096)
C (-0.006, 6.359, 7.239)
O (0.078, 7.759, 7.373)
C (1.199, 8.115, 6.685)
O (1.457, 9.256, 6.340)
O (1.996, 7.035, 6.421)
F (-0.547, 5.854, 8.370)
H (1.917, 5.799, 8.060)
H (1.521, 5.018, 6.512)
H (-0.637, 6.108, 6.379)
C (1.031, -2.815, 7.985)
C (1.115, -3.936, 8.963)
O (0.140, -3.606, 9.927)
C (-0.802, -2.893, 9.249)
O (-1.924, -2.667, 9.670)
O (-0.338, -2.467, 8.034)
F (2.323, -3.957, 9.570)
H (1.636, -1.950, 8.278)
H (1.322, -3.121, 6.976)
H (0.893, -4.920, 8.538)
C (-2.422, -7.198, 0.112)
C (-3.170, -7.247, 1.401)
O (-2.905, -5.992, 1.984)
C (-2.708, -5.147, 0.932)
O (-2.725, -3.931, 1.019)
O (-2.497, -5.830, -0.234)
F (-2.672, -8.207, 2.212)
H (-1.372, -7.488, 0.222)
H (-2.880, -7.824, -0.659)
H (-4.252, -7.379, 1.287)